9
Properties=species:S:1:pos:R:3 method="wB97M-V/def2-TZVPD" orbital_gap_ha="0.303 / 0.269" charge=+2 s_squared=8.76 lumo_ev="-8.85 / -8.73" energy_ev=-22274.60856 multiplicity=6
C -0.010 -0.371 0.323
H -0.626 -0.597 1.204
C 0.718 -1.346 -0.275
H 0.693 -2.366 0.106
H 1.181 -1.191 -1.260
O 0.101 0.911 -0.021
Li -1.414 2.046 -0.142
Sm 2.512 0.921 0.110
H -3.155 1.994 -0.044

***

62
Properties=species:S:1:pos:R:3 method="wB97M-V/def2-TZVPD" orbital_gap_ha=0.276 charge=+1 lumo_ev=-3.95 energy_ev=-65501.46657
C 5.596 0.900 1.729
N 5.398 0.811 0.254
C 6.510 1.488 -0.455
B 4.136 1.381 -0.096
O 3.920 2.730 -0.274
P 2.552 0.295 -0.534
C 1.858 1.102 -2.014
C 0.498 0.583 -2.386
N 0.393 -0.396 -3.181
C 1.337 0.491 0.804
C 0.058 -0.361 0.677
C -1.203 0.463 0.930
S -2.665 -0.551 1.095
O -3.005 -0.969 -0.234
O -3.630 0.138 1.876
O -2.264 -1.830 1.933
C 2.849 -1.422 -1.041
C 3.184 -2.473 0.015
O 2.235 -2.389 1.073
C 4.660 -2.439 0.530
N 4.857 -2.131 1.932
H 4.632 0.859 2.247
H 6.074 1.838 2.008
H 6.179 0.047 2.064
H 6.677 2.499 -0.080
H 7.413 0.902 -0.300
H 6.310 1.561 -1.521
H 3.502 3.166 0.475
H 2.554 0.911 -2.830
H 1.844 2.175 -1.826
H -0.381 1.075 -1.967
H -0.584 -0.628 -3.350
H 1.815 0.331 1.768
H 1.059 1.548 0.775
H -0.008 -0.875 -0.280
H 0.123 -1.148 1.422
H -1.455 1.051 0.050
H -1.125 1.102 1.804
H -1.653 -2.393 1.443
H 1.927 -1.721 -1.547
H 3.619 -1.423 -1.812
H 3.054 -3.435 -0.483
H 2.050 -3.277 1.372
H 5.246 -1.760 -0.085
H 5.081 -3.431 0.376
H 4.495 -2.876 2.509
H 4.345 -1.305 2.210
C -6.536 1.676 -0.429
C -6.233 0.277 0.130
C -7.581 -0.425 0.343
S -8.718 0.286 -0.855
O -9.749 1.000 -0.148
O -9.050 -0.693 -1.857
C -7.566 1.476 -1.536
H -5.638 2.163 -0.809
H -6.954 2.308 0.357
H -5.639 -0.282 -0.594
H -5.659 0.324 1.050
H -7.529 -1.497 0.171
H -7.990 -0.230 1.332
H -8.109 2.377 -1.808
H -7.119 1.024 -2.421

***

78
Properties=species:S:1:pos:R:3 method="wB97M-V/def2-TZVPD" orbital_gap_ha="0.267 / 0.332" charge=-2 s_squared=3.76 lumo_ev="1.13 / 2.91" energy_ev=-449815.62173 relative_energy_kcal_mol=0.0 multiplicity=4
Cr -0.191 -0.107 -0.685
As -0.078 2.569 1.977
F 1.584 2.178 2.258
F -0.074 1.337 0.579
F -1.761 2.814 1.579
F -0.183 3.576 3.403
F 0.397 3.766 0.857
F -0.474 1.132 2.947
As -0.718 -3.695 1.013
F -0.811 -2.125 0.087
F -2.481 -3.758 0.984
F -0.721 -5.230 1.846
F 1.010 -3.711 1.008
F -0.765 -2.727 2.500
F -0.680 -4.590 -0.510
As 1.921 -2.427 -2.864
F 3.201 -1.313 -2.574
F 1.167 -1.396 -4.050
F 0.619 -3.593 -2.923
F 2.518 -3.324 -1.502
F 0.879 -1.381 -1.701
F 2.842 -3.335 -4.012
As -3.054 -1.733 -2.749
F -3.779 -0.146 -2.757
F -4.440 -2.386 -3.639
F -2.303 -3.292 -2.683
F -1.506 -0.992 -1.998
F -3.747 -2.056 -1.215
F -2.234 -1.403 -4.246
As -1.475 2.683 -2.902
F -1.051 3.739 -1.601
F 0.007 3.127 -3.781
F -1.714 1.435 -4.097
F -3.008 2.441 -2.078
F -2.308 3.931 -3.757
F -0.615 1.424 -1.898
C -6.968 1.598 1.317
C -6.400 1.451 0.053
C -5.127 0.927 -0.103
C -4.396 0.574 1.039
C -4.955 0.735 2.294
C -6.201 1.278 2.431
N -3.019 0.130 0.898
O -2.590 -0.554 1.799
O -2.394 0.362 -0.125
H -7.910 2.095 1.509
H -6.912 1.932 -0.771
H -4.617 0.967 -1.057
H -4.445 0.480 3.214
H -6.640 1.472 3.402
C 2.831 -3.323 4.564
C 3.693 -3.466 3.464
C 3.565 -2.667 2.357
C 2.546 -1.692 2.328
C 1.779 -1.478 3.432
C 1.923 -2.279 4.590
N 2.304 -1.076 1.017
O 3.153 -1.090 0.193
O 1.151 -0.677 0.864
H 2.929 -4.037 5.371
H 4.438 -4.246 3.533
H 4.199 -2.912 1.517
H 0.817 -0.993 3.293
H 1.108 -2.270 5.299
C 5.701 3.871 -0.832
C 5.930 2.984 -1.841
C 4.841 2.210 -2.291
C 3.682 2.113 -1.565
C 3.555 2.844 -0.369
C 4.525 3.769 -0.079
N 2.579 1.299 -2.054
O 2.561 1.040 -3.216
O 1.681 1.027 -1.255
H 6.402 4.612 -0.468
H 6.874 2.770 -2.321
H 4.945 1.554 -3.146
H 2.604 2.812 0.147
H 4.287 4.421 0.752

***

19
Properties=species:S:1:pos:R:3 method="wB97M-V/def2-TZVPD" orbital_gap_ha=0.296 lumo_ev=0.05 smiles="C=CO.O.O.O.O" energy_ev=-12502.27360 relative_energy_kcal_mol=90.1
C -0.661 -0.696 -2.140
C 0.158 0.329 -2.143
O 0.478 0.828 -3.300
H -0.393 -1.606 -1.720
H -1.692 -0.797 -2.525
H 0.385 0.803 -1.229
H 0.779 1.724 -3.016
O -1.825 0.984 1.290
H -2.247 0.171 1.637
H -1.024 0.343 1.052
O -3.303 3.109 1.006
H -4.022 2.802 0.432
H -2.589 2.451 0.917
O 1.055 0.403 1.269
H 1.715 0.948 1.687
H 1.474 -0.291 0.810
O 3.985 -3.574 2.279
H 3.354 -3.529 1.588
H 4.375 -4.403 2.106

***

14
Properties=species:S:1:pos:R:3 method="wB97M-V/def2-TZVPD" orbital_gap_ha=0.343 lumo_ev=0.26 energy_ev=-21009.73744 relative_energy_kcal_mol=128.4
C -0.194 0.057 -0.207
C 0.920 1.054 -0.654
H -0.544 -1.873 1.649
H 0.561 -2.812 0.896
H -1.979 -0.756 0.139
H -2.750 2.367 0.616
H 2.151 -0.434 -0.361
H 3.221 1.007 -0.630
N -0.303 -2.122 0.806
N 0.470 -1.019 0.201
N -1.578 0.242 0.007
N 2.047 0.465 -1.112
O 0.542 2.233 -0.731
S -2.562 1.591 -0.618

***

56
Properties=species:S:1:pos:R:3 method="wB97M-V/def2-TZVPD" orbital_gap_ha=0.288 charge=+1 lumo_ev=-3.41 energy_ev=-149899.49765 relative_energy_kcal_mol=0.0
C 4.967 -2.642 -0.315
C 3.797 -1.876 -0.958
C 2.416 -2.300 -0.427
C 1.807 -1.334 0.599
C 2.742 -1.233 1.798
C 1.495 0.009 -0.060
O 0.199 0.101 -0.650
P -0.827 1.254 0.033
C -1.434 -0.024 1.265
C -1.868 -1.380 0.724
C -2.290 -2.251 1.914
Br -1.988 -4.114 1.583
P -2.555 0.976 -1.540
C -4.227 0.812 -0.918
C -2.276 -0.281 -2.706
P -0.263 2.469 -1.830
O -1.983 2.280 -2.308
Cl 0.033 4.408 -1.352
P -2.120 3.010 0.775
O -2.762 3.594 -0.417
O -3.281 2.556 1.787
O -1.301 4.107 1.549
O 0.419 1.885 0.948
C 1.684 1.300 0.731
N 2.561 2.200 0.010
H 5.583 -3.130 -1.060
H 4.628 -3.399 0.385
H 5.603 -1.962 0.242
H 3.810 -2.037 -2.029
H 3.962 -0.822 -0.757
H 2.570 -3.227 0.118
H 1.711 -2.493 -1.232
H 0.892 -1.806 0.952
H 3.698 -0.771 1.557
H 2.965 -2.239 2.137
H 2.305 -0.702 2.635
H 2.160 0.102 -0.917
H -2.236 0.333 1.909
H -0.577 -0.194 1.910
H -1.070 -1.915 0.228
H -2.751 -1.332 0.089
H -3.338 -2.089 2.134
H -1.745 -1.965 2.804
H -4.803 0.078 -1.472
H -4.157 0.492 0.116
H -4.739 1.768 -0.979
H -2.884 -1.163 -2.558
H -1.228 -0.550 -2.788
H -2.616 0.166 -3.743
H -2.482 3.090 -1.994
H -2.995 2.489 2.706
H -1.136 3.848 2.466
H 2.071 1.175 1.739
H 3.477 1.778 -0.090
H 2.674 3.062 0.533
Pd -2.298 -0.111 -5.280